# 1
{
  "formula": "C28H84O14S14",
  "method": "wB97M-V/def2-TZVPD",
  "symbols": ["S", "S", "S", "S", "S", "S", "S", "S", "S", "S", "S", "S", "S", "S", "O", "O", "O", "O", "O", "O", "O", "O", "O", "O", "O", "O", "O", "O", "C", "C", "C", "C", "C", "C", "C", "C", "C", "C", "C", "C", "C", "C", "C", "C", "C", "C", "C", "C", "C", "C", "C", "C", "C", "C", "C", "C", "H", "H", "H", "H", "H", "H", "H", "H", "H", "H", "H", "H", "H", "H", "H", "H", "H", "H", "H", "H", "H", "H", "H", "H", "H", "H", "H", "H", "H", "H", "H", "H", "H", "H", "H", "H", "H", "H", "H", "H", "H", "H", "H", "H", "H", "H", "H", "H", "H", "H", "H", "H", "H", "H", "H", "H", "H", "H", "H", "H", "H", "H", "H", "H", "H", "H", "H", "H", "H", "H", "H", "H", "H", "H", "H", "H", "H", "H", "H", "H", "H", "H", "H", "H"],
  "coordinates": [[-2.377, -3.072, 3.927], [1.990, 1.260, 5.863], [-2.113, 2.486, 5.301], [-1.473, -0.564, -5.286], [-4.748, 1.069, 1.113], [1.485, -5.833, 2.311], [0.355, 0.828, 0.852], [3.949, 0.900, -1.949], [5.129, -2.777, -0.039], [-0.479, 5.094, 0.361], [2.206, 4.168, -4.567], [-4.160, 3.011, -3.775], [-2.493, -3.853, -0.023], [3.752, -1.648, -4.468], [-0.596, 0.742, 2.003], [1.865, 5.296, -5.482], [-2.769, -2.365, 5.168], [3.664, -2.696, -0.356], [-6.192, 1.275, 1.490], [-0.958, 4.206, -0.744], [-5.626, 2.823, -3.621], [-1.510, -2.826, -0.359], [2.688, 1.639, -1.762], [0.892, 1.509, 6.843], [2.883, -6.320, 2.397], [3.854, -2.955, -5.185], [-0.048, -0.924, -5.462], [-3.408, 2.740, 4.600], [0.708, 3.099, -4.600], [3.026, -0.505, -5.739], [-2.369, -1.399, -6.623], [0.537, -7.114, 1.356], [3.370, 2.349, 6.489], [-0.754, 0.780, -0.607], [-4.091, 0.150, 2.562], [-2.494, 2.381, 7.029], [-3.703, 4.540, -2.882], [-3.828, 2.616, 1.389], [-1.478, 4.782, 1.853], [2.025, 4.691, -2.794], [5.977, -2.900, -1.645], [4.958, 1.118, -0.363], [-2.041, -1.647, -3.894], [-1.750, 0.699, 5.051], [1.656, 2.104, 4.251], [-0.692, -2.431, 3.479], [1.162, -0.800, 0.606], [-1.800, -4.786, 4.353], [-3.408, 1.856, -2.565], [2.250, -1.691, -3.400], [5.048, 1.976, -3.006], [-1.120, 6.809, 0.040], [-4.182, -3.018, -0.380], [-2.553, -5.104, -1.426], [5.437, -4.537, 0.565], [1.445, -4.583, 0.963], [1.170, 5.359, -2.726], [5.191, -5.330, -0.143], [4.838, 2.147, 0.033], [-0.671, 7.348, -0.772], [1.973, -0.800, -5.823], [-4.308, 4.654, -1.983], [3.754, 2.036, 7.457], [-1.020, -4.711, 5.131], [3.082, 0.552, -5.515], [-4.209, -2.040, 0.110], [2.147, -4.794, 0.152], [4.504, 2.220, -3.910], [0.416, -4.560, 0.624], [6.492, -4.666, 0.798], [0.712, 2.497, -5.487], [-1.484, 1.568, -0.482], [-2.205, -0.858, -7.572], [-2.652, 4.474, -2.570], [-2.198, 6.785, -0.182], [4.106, 2.429, 5.712], [0.036, -2.622, 4.265], [1.160, -7.528, 0.577], [5.708, -2.052, -2.240], [-2.465, 4.849, 1.431], [-1.016, 7.377, 0.933], [-3.020, -0.094, 2.521], [6.033, 0.944, -0.546], [-2.866, 3.264, 7.498], [4.841, -4.677, 1.445], [-2.646, -5.363, 4.717], [-1.859, -2.694, -4.133], [-4.043, 2.995, 2.418], [1.863, -0.989, 1.396], [-3.447, -1.398, -6.460], [2.543, 2.151, 3.618], [1.937, -0.680, -3.106], [-0.425, -2.976, 2.558], [-4.169, -2.852, -1.466], [-3.109, -1.587, -3.701], [-0.879, -1.391, 3.185], [-3.816, 0.886, -2.863], [-4.089, 3.317, 0.617], [-1.586, 2.035, 7.558], [-1.377, 0.612, 4.020], [1.900, 3.845, -2.164], [-2.690, 0.173, 5.255], [0.885, 1.611, 3.615], [-2.310, 1.882, -2.599], [5.292, 2.894, -2.431], [3.560, -0.651, -6.695], [-0.131, 0.963, -1.472], [1.682, -3.593, 1.369], [1.454, -2.168, -3.951], [1.332, 3.110, 4.446], [-0.120, 3.803, -4.628], [-1.437, 5.540, 2.642], [5.626, -3.788, -2.166], [-1.368, -0.110, -0.526], [-3.756, 2.101, -1.561], [-1.525, -1.356, -2.982], [-1.265, -5.211, 3.493], [1.789, -0.868, -0.301], [0.639, 2.426, -3.757], [-0.288, -6.657, 0.852], [-3.480, -5.647, -1.264], [-2.586, -4.614, -2.381], [2.979, 3.358, 6.710], [-1.013, 0.346, 5.761], [4.553, 0.505, 0.442], [-4.665, -0.767, 2.689], [-1.945, -2.381, -6.671], [0.403, -1.581, 0.544], [-3.262, 1.621, 7.180], [-3.904, 5.389, -3.535], [-1.661, -5.731, -1.394], [-4.309, 0.795, 3.420], [-1.186, 3.854, 2.383], [-4.989, -3.688, -0.121], [2.412, -2.164, -2.433], [7.054, -2.829, -1.606], [-2.795, 2.331, 1.393], [2.943, 5.241, -2.554], [0.208, -7.919, 1.977], [5.928, 1.442, -3.287]],
  "e_above_lowest_kcal_mol": 1.1,
  "homo_energy_ev": -8.27,
  "lumo_energy_ha": -0.00402,
  "multiplicity": 1,
  "largest_force_ev_per_a": 2.54,
  "molar_mass_g_mol": 1093.90,
  "homo_lumo_gap_ha": 0.2999
}



# 2
{
  "formula": "C28H84O28",
  "method": "wB97M-V/def2-TZVPD",
  "symbols": ["O", "O", "O", "O", "O", "O", "O", "O", "O", "O", "O", "O", "O", "O", "O", "O", "O", "O", "O", "O", "O", "O", "O", "O", "O", "O", "O", "O", "C", "C", "C", "C", "C", "C", "C", "C", "C", "C", "C", "C", "C", "C", "C", "C", "C", "C", "C", "C", "C", "C", "C", "C", "C", "C", "C", "C", "H", "H", "H", "H", "H", "H", "H", "H", "H", "H", "H", "H", "H", "H", "H", "H", "H", "H", "H", "H", "H", "H", "H", "H", "H", "H", "H", "H", "H", "H", "H", "H", "H", "H", "H", "H", "H", "H", "H", "H", "H", "H", "H", "H", "H", "H", "H", "H", "H", "H", "H", "H", "H", "H", "H", "H", "H", "H", "H", "H", "H", "H", "H", "H", "H", "H", "H", "H", "H", "H", "H", "H", "H", "H", "H", "H", "H", "H", "H", "H", "H", "H", "H", "H"],
  "coordinates": [[-0.664, 2.815, -4.245], [-2.899, -0.514, -1.229], [1.438, 5.155, 0.169], [2.027, 4.186, -2.294], [1.439, -1.424, -0.499], [1.288, 2.413, 4.083], [5.508, 0.336, -1.261], [-0.771, 3.484, 2.595], [-3.262, 6.084, 0.871], [0.209, 0.862, 1.429], [2.236, 5.581, 5.041], [3.145, 0.783, 0.020], [4.857, -3.603, -3.989], [-4.444, 1.949, -2.203], [-3.784, -5.165, -0.764], [4.683, -2.362, 0.605], [-7.928, 0.067, 0.233], [0.234, -0.097, -3.387], [4.655, -0.302, 2.521], [2.710, -3.958, -0.421], [-0.885, -4.298, 0.727], [-3.022, -6.116, 1.795], [2.861, -4.871, -5.277], [3.473, -6.907, -0.843], [-2.534, 1.475, 2.630], [-6.009, -3.819, -1.333], [-4.989, 0.197, 0.842], [-1.145, 3.861, -0.027], [2.782, 4.783, -0.179], [5.758, -2.090, -0.334], [2.792, 3.631, -1.231], [3.629, -3.960, -3.338], [2.359, -5.107, 0.334], [3.356, 1.381, 1.281], [-7.374, 0.886, 1.235], [-3.608, -3.762, -0.998], [-3.084, -0.025, -2.596], [-0.881, -4.720, 2.049], [-4.839, -3.085, -1.743], [-2.142, 4.581, -0.642], [5.347, -1.119, -1.461], [-2.297, -5.113, 2.526], [-3.160, 1.483, -2.631], [0.470, 2.037, -4.700], [0.249, -1.400, 0.286], [2.504, -3.901, -4.390], [-0.329, 0.092, 0.372], [3.382, -6.232, 0.370], [-5.911, 1.314, 0.808], [1.070, 1.070, -3.684], [-1.982, 3.658, 3.377], [-3.065, 2.839, 2.796], [3.365, 0.198, 2.384], [1.309, 3.119, 5.360], [-2.493, 5.967, -0.269], [2.497, 4.200, 5.460], [-3.623, -3.298, -0.012], [2.365, -2.944, -4.893], [-3.513, -5.455, 0.110], [2.582, -6.920, -1.200], [4.298, -1.381, -1.593], [2.268, 2.716, -0.955], [1.349, 2.459, 6.226], [4.645, -1.616, 1.207], [-6.072, 1.727, -0.188], [1.259, 2.786, -4.764], [3.417, 5.652, -0.350], [-3.085, 4.036, -0.611], [3.534, -3.636, -0.047], [-1.726, 4.598, -1.649], [2.066, 0.689, -3.909], [2.075, -4.869, 1.359], [-0.081, -5.447, 2.183], [-5.700, -4.707, -1.526], [-0.939, 3.746, 1.687], [-4.149, 0.396, 1.263], [-0.396, -3.944, 2.640], [-0.284, 3.310, -3.515], [5.912, -1.391, -2.353], [2.322, 0.288, 0.045], [-2.388, 1.953, -2.022], [6.683, -1.815, 0.173], [-1.397, 0.233, 0.540], [1.130, 1.618, -2.744], [0.707, 1.575, 1.024], [4.655, 0.574, -0.891], [0.636, 2.879, 3.556], [-4.653, -3.422, -2.762], [2.663, -0.631, 2.290], [2.493, 5.712, 4.126], [1.533, 5.633, 0.996], [-0.250, 3.981, -0.354], [-4.574, 2.846, -2.521], [-2.743, 1.832, -3.576], [-5.051, -2.036, -1.532], [-2.361, -0.302, -3.362], [2.751, 4.149, 6.519], [3.441, 4.370, 0.585], [-7.631, -0.845, 0.253], [0.325, -1.798, 1.298], [1.517, -5.529, -0.216], [-7.271, 0.295, 2.146], [3.806, 3.295, -1.445], [-7.959, 1.780, 1.450], [3.228, 0.707, 3.338], [-3.997, -0.404, -3.056], [-3.919, 2.673, 3.452], [-1.190, -5.062, 0.232], [4.248, 2.007, 1.331], [0.350, 3.635, 5.412], [5.370, -3.374, -3.211], [-1.597, 6.587, -0.231], [-3.430, 3.253, 1.856], [3.455, -3.286, -2.499], [-2.167, -5.526, 3.527], [3.311, 3.859, 4.820], [-5.675, 2.044, 1.583], [-1.813, 3.355, 4.410], [5.070, 0.188, 3.235], [-3.022, -4.350, 2.809], [4.391, -6.029, 0.727], [2.588, 2.117, 1.521], [3.013, -6.981, 1.070], [-1.620, 1.550, 2.346], [6.029, -3.073, -0.720], [-3.548, -0.109, -0.648], [-3.783, -6.311, 2.347], [-3.300, 6.997, 1.166], [1.533, -4.161, -3.969], [0.263, 1.578, -5.667], [0.903, -0.765, -3.222], [-3.044, 6.418, -1.094], [-0.377, -2.039, -0.336], [1.954, -2.221, -0.354], [1.420, 4.824, -1.912], [-2.651, -3.424, -1.395], [3.879, -4.992, -3.091], [3.765, -4.721, -5.564], [-2.174, 4.730, 3.434], [-0.178, 0.628, -0.565]],
  "e_above_lowest_kcal_mol": 61.7,
  "homo_energy_ev": [-11.31, -11.31],
  "lumo_energy_ha": [-0.09796, -0.32716],
  "multiplicity": 2,
  "largest_force_ev_per_a": 3.38,
  "molar_mass_g_mol": 868.95,
  "homo_lumo_gap_ha": [0.3178, 0.0886],
  "s2": 0.755,
  "charge": 1
}



# 3
{
  "formula": "C28H94FNO20Pd",
  "method": "wB97M-V/def2-TZVPD",
  "symbols": ["Pd", "F", "O", "O", "O", "O", "O", "O", "O", "O", "O", "O", "O", "O", "O", "O", "O", "O", "O", "O", "O", "O", "N", "C", "C", "C", "C", "C", "C", "C", "C", "C", "C", "C", "C", "C", "C", "C", "C", "C", "C", "C", "C", "C", "C", "C", "C", "C", "C", "C", "C", "H", "H", "H", "H", "H", "H", "H", "H", "H", "H", "H", "H", "H", "H", "H", "H", "H", "H", "H", "H", "H", "H", "H", "H", "H", "H", "H", "H", "H", "H", "H", "H", "H", "H", "H", "H", "H", "H", "H", "H", "H", "H", "H", "H", "H", "H", "H", "H", "H", "H", "H", "H", "H", "H", "H", "H", "H", "H", "H", "H", "H", "H", "H", "H", "H", "H", "H", "H", "H", "H", "H", "H", "H", "H", "H", "H", "H", "H", "H", "H", "H", "H", "H", "H", "H", "H", "H", "H", "H", "H", "H", "H", "H", "H"],
  "coordinates": [[-1.726, 1.431, -3.820], [-0.053, 2.418, -4.948], [-0.052, 2.185, 5.397], [2.603, 3.218, -3.800], [4.938, -1.755, -2.309], [-1.107, -0.579, -4.593], [-1.942, 0.801, -1.565], [0.741, -6.603, 0.917], [-1.145, -6.699, -0.875], [-4.245, 0.643, 0.458], [1.246, -2.616, 5.056], [-4.164, -1.407, 2.420], [6.078, 0.933, -1.802], [4.483, -4.466, -1.930], [-2.402, 3.513, -3.447], [4.181, 2.162, 2.577], [0.225, 6.265, 2.089], [5.250, -0.589, 2.695], [-3.893, 3.997, 3.944], [-2.936, -3.769, 2.331], [-5.239, -1.487, -3.050], [-3.136, 5.015, -1.348], [-0.633, 0.553, -1.148], [1.555, 1.336, -0.094], [-5.203, 0.983, -0.546], [-2.481, 3.628, 3.871], [0.040, 1.645, -0.378], [3.147, -4.254, -1.594], [0.179, -0.880, -5.000], [4.264, -1.291, 3.388], [-0.513, -6.069, -1.987], [-3.146, -4.298, 1.027], [-4.889, -0.853, 3.504], [0.129, 2.900, -1.320], [-3.694, 4.607, -0.102], [-0.524, 5.856, 0.940], [-4.369, -2.468, -2.503], [3.261, 2.025, -3.416], [4.287, -1.580, -3.515], [0.467, -2.402, 3.917], [-0.366, -0.852, -0.642], [-2.549, 4.394, -4.526], [1.819, -0.073, 0.420], [0.967, 1.494, 4.671], [-1.115, -1.201, 0.688], [-0.617, 2.083, 0.953], [4.937, 2.879, 3.525], [5.748, 1.072, -0.453], [-0.706, -1.892, -1.686], [0.638, -5.280, 1.480], [1.127, -1.109, -0.415], [4.546, -2.341, -4.251], [-0.004, -6.650, 0.312], [5.774, 3.226, 2.920], [-0.313, 6.813, 2.665], [0.367, -1.889, -4.634], [-1.149, -2.265, 0.923], [2.887, -0.290, 0.435], [-2.063, -6.821, -1.128], [-1.334, 5.211, 1.282], [-0.405, 1.413, 1.785], [1.039, -3.476, 5.429], [5.873, 2.116, -0.163], [0.814, -0.096, -4.588], [-4.662, 0.212, 3.553], [3.847, 2.118, -2.501], [3.529, 2.748, 2.186], [1.877, 2.046, 0.667], [-1.712, -1.799, -2.096], [3.203, -1.522, -3.414], [4.892, -5.231, -1.518], [-4.844, 0.685, -1.531], [0.128, 5.285, 0.280], [-4.650, -1.412, 4.409], [4.373, 3.734, 3.897], [0.022, -6.777, -2.621], [4.550, -0.632, -3.984], [-5.366, 2.057, -0.636], [2.108, 1.519, -1.016], [-2.670, 4.051, -2.698], [-0.581, -2.465, 4.209], [2.650, -3.823, -2.463], [-5.956, -0.931, 3.299], [-0.229, 3.047, 1.283], [-6.181, 0.516, -0.424], [-4.751, -0.965, -3.691], [0.631, -3.084, 3.083], [1.826, 2.094, 4.370], [-0.025, -2.029, -2.526], [0.202, -0.818, -6.088], [-0.586, -0.648, 1.464], [1.286, -4.672, 0.849], [-4.297, -0.747, 1.735], [-2.107, -0.751, 0.739], [-4.869, -3.362, -2.129], [-3.153, 3.719, 0.223], [-3.316, -2.888, 2.304], [5.871, 0.019, -2.008], [4.896, -2.691, -2.102], [0.668, 0.933, 3.785], [4.707, 0.827, -0.244], [-2.858, -5.348, 0.974], [1.699, 3.075, -4.089], [-3.267, 5.964, -1.411], [1.667, -1.268, -1.349], [4.209, -0.812, 4.366], [-2.546, -3.881, 0.218], [-1.703, 2.170, 0.914], [0.613, -1.412, 3.484], [-0.373, -4.879, 1.413], [0.249, -5.429, -1.541], [-2.069, 3.276, 2.925], [4.491, -2.350, 3.508], [-0.682, -2.865, -1.196], [-1.219, -5.512, -2.603], [-4.738, 4.345, -0.272], [-3.400, 0.620, 0.004], [2.693, -5.209, -1.330], [5.009, 0.338, 2.751], [-4.272, 3.369, 3.326], [2.495, 1.260, -3.292], [-3.591, 4.681, -4.667], [3.140, -3.579, -0.739], [-0.775, 3.499, -1.203], [1.003, -5.200, 2.505], [6.362, 0.384, 0.128], [-2.105, 5.336, -4.203], [3.937, 1.760, -4.229], [-0.475, 1.585, 6.016], [-3.870, -1.932, -1.697], [1.230, -2.067, 0.094], [-1.946, 4.466, 4.316], [-4.211, -4.233, 0.803], [0.129, 2.652, -2.381], [-3.719, 5.390, 0.656], [1.428, -0.075, 1.438], [-2.333, 2.848, 4.618], [5.320, 2.326, 4.383], [0.968, 3.541, -1.051], [3.286, -1.203, 2.914], [-1.548, -1.411, -4.778], [-2.054, 4.063, -5.438], [-3.584, -2.750, -3.206], [1.498, 0.808, 5.332], [-0.897, 6.783, 0.505]],
  "e_above_lowest_kcal_mol": 7.3,
  "homo_energy_ev": [-8.55, -8.19],
  "lumo_energy_ha": [-0.00642, -0.05805],
  "multiplicity": 3,
  "largest_force_ev_per_a": 4.01,
  "molar_mass_g_mol": 890.47,
  "homo_lumo_gap_ha": [0.3079, 0.2429],
  "s2": 2.008
}